Entry 1:
# C34H46FeN3O2Si

A structure of composition C34H46FeN3O2Si (ωB97M-V/def2-TZVPD, the Open Molecules 2025 dataset).

As for the HOMO-LUMO gap (alpha / beta): 7.123 / 7.790 eV. Its HOMO energy (alpha / beta) is -4.33 / -5.01 eV. The value obtained for the LUMO energy (alpha / beta) is 2.80 / 2.78 eV. As for the multiplicity: 5. The calculation puts the total energy at -86839.8600 eV. The total charge is -1. As for the expectation value of S²: 6.015. The strongest force on any atom comes out at 1.67 eV Å⁻¹.

Geometry (Å):
1 Fe -0.1120 -0.4552 0.0693
2 C 1.3075 -3.0004 -1.8993
3 C 2.4065 -3.4377 -0.9199
4 C 1.8127 -4.2369 0.2522
5 C 3.2925 -2.2600 -0.5237
6 C 4.5278 -2.1571 -1.1624
7 C 5.4026 -1.1177 -0.8925
8 C 5.0427 -0.1618 0.0427
9 C 3.8209 -0.2239 0.7045
10 C 3.4879 0.8302 1.7565
11 C 4.3082 0.5914 3.0294
12 C 3.6876 2.2648 1.2627
13 C 2.9321 -1.2780 0.4111
14 N 1.6580 -1.2902 1.0416
15 C 1.6439 -1.6505 2.3231
16 O 2.5574 -2.1213 3.0101
17 C 0.3022 -1.4305 2.9703
18 C 0.0161 -1.8324 4.2630
19 C -1.2636 -1.6000 4.7486
20 C -2.2099 -1.0053 3.9242
21 C -1.8250 -0.6477 2.6451
22 N -0.5909 -0.8249 2.2131
23 C -2.7695 -0.0329 1.6420
24 O -3.9258 0.2287 1.9990
25 N -2.1934 0.1296 0.4594
26 C -2.8629 0.9068 -0.5204
27 C -3.4362 0.2944 -1.6398
28 C -4.0023 1.0953 -2.6332
29 C -4.0316 2.4743 -2.5272
30 C -3.5018 3.0715 -1.3920
31 C -2.9167 2.3126 -0.3836
32 C -2.3998 3.0126 0.8653
33 C -3.5786 3.4493 1.7475
34 C -1.4996 4.2138 0.5591
35 C -3.6316 -1.2112 -1.7904
36 C -4.9462 -1.5931 -1.0972
37 C -2.5193 -2.1542 -1.3169
38 H 0.6890 -3.8500 -2.2072
39 H 1.7287 -2.5312 -2.7933
40 H 0.6561 -2.2728 -1.4279
41 H 3.0623 -4.1149 -1.4689
42 H 0.8689 -3.8052 0.5862
43 H 2.4891 -4.2526 1.1102
44 H 1.6210 -5.2681 -0.0605
45 H 4.8031 -2.9152 -1.8904
46 H 6.3589 -1.0577 -1.3985
47 H 5.7316 0.6464 0.2694
48 H 2.4344 0.7243 2.0004
49 H 5.3708 0.7726 2.8331
50 H 4.1885 -0.4358 3.3748
51 H 3.9875 1.2679 3.8294
52 H 4.7384 2.4779 1.0468
53 H 3.3552 2.9734 2.0285
54 H 3.1084 2.4520 0.3581
55 H 0.7962 -2.3100 4.8400
56 H -1.5260 -1.8937 5.7600
57 H -3.2289 -0.8103 4.2304
58 H -4.4360 0.6136 -3.5071
59 H -4.4739 3.0777 -3.3122
60 H -3.5508 4.1514 -1.2854
61 H -1.8008 2.2985 1.4237
62 H -4.2045 4.1686 1.2058
63 H -3.2147 3.9353 2.6598
64 H -4.1923 2.5919 2.0264
65 H -2.0723 5.0442 0.1325
66 H -0.7066 3.9511 -0.1397
67 H -1.0373 4.5742 1.4818
68 H -3.7509 -1.3899 -2.8611
69 H -4.8735 -1.3766 -0.0251
70 H -5.1611 -2.6606 -1.2268
71 H -5.7823 -1.0181 -1.5004
72 H -2.5580 -2.3176 -0.2383
73 H -1.5367 -1.7710 -1.5718
74 H -2.6242 -3.1222 -1.8174
75 C 2.4428 0.6639 -2.4238
76 Si 0.6554 0.8905 -1.8314
77 C 0.2763 2.6550 -2.3801
78 C -0.2756 -0.0654 -3.2339
79 H 2.4685 0.8077 -3.5141
80 H 2.8474 -0.3289 -2.1945
81 H 3.1238 1.3968 -1.9766
82 H 0.5177 2.7229 -3.4503
83 H 0.8712 3.4092 -1.8476
84 H -0.7862 2.8967 -2.2527
85 H 0.2835 0.0298 -4.1791
86 H -1.2785 0.3586 -3.3821
87 H -0.3940 -1.1368 -3.0400

Löwdin charges, unit e, in atom order: 0.720, -0.067, -0.351, -0.062, -0.152, -0.061, -0.090, -0.049, -0.132, -0.365, -0.063, -0.067, -0.183, 0.012, -0.516, 0.020, -0.176, 0.007, -0.045, 0.006, -0.175, 0.103, -0.509, 0.012, 0.008, -0.173, -0.154, -0.062, -0.087, -0.056, -0.135, -0.362, -0.061, -0.065, -0.355, -0.059, -0.079, 0.086, 0.086, 0.008, 0.116, 0.066, 0.080, 0.072, 0.106, 0.094, 0.105, 0.115, 0.075, 0.064, 0.076, 0.068, 0.076, 0.067, 0.115, 0.104, 0.114, 0.109, 0.094, 0.106, 0.118, 0.075, 0.075, 0.063, 0.071, 0.054, 0.076, 0.123, 0.077, 0.075, 0.077, 0.073, 0.007, 0.085, -0.247, 0.444, -0.256, -0.253, 0.023, -0.003, 0.013, 0.027, 0.012, 0.001, 0.023, 0.012, -0.021

---

Entry 2:
# C11H14N

A structure of composition C11H14N (ωB97M-V/def2-TZVPD, the Open Molecules 2025 dataset).

As for the HOMO-LUMO gap: 8.928 eV. Its HOMO energy is -11.85 eV. The value obtained for the LUMO energy is -2.92 eV. The calculation puts the total energy at -13109.4676 eV. As for the energy above the lowest of the compared OMol25 structures with the same formula, charge and spin: 8.250 eV. The total charge is +1. The strongest force on any atom comes out at 5.51 eV Å⁻¹.

Geometry (Å):
1 C 1.0925 -0.2370 -1.1336
2 C -1.8729 -1.0344 0.1202
3 C 2.2876 0.4811 -0.6883
4 C -2.3945 0.2089 0.0589
5 C 0.9452 -1.7396 -0.8411
6 C 3.2262 1.5668 -0.3038
7 C -1.2629 0.7502 0.9163
8 C 1.7780 -0.4672 1.2475
9 C 2.7201 0.4591 0.6003
10 C 0.6050 -0.7967 0.2666
11 C -3.4156 0.8655 -0.7028
12 N -0.7384 -0.6271 0.9088
13 H 0.5485 0.0577 -2.0392
14 H -2.0829 -1.8094 -0.6043
15 H 0.1904 -2.2531 -1.4385
16 H 1.7775 -2.5299 -0.7367
17 H 4.2378 1.4158 -0.4551
18 H 2.7729 2.5176 -0.3146
19 H -0.8581 1.5205 0.4415
20 H -1.6048 0.9770 1.9159
21 H 2.4563 -1.3191 1.3900
22 H 1.2539 -0.0015 2.1012
23 H -3.4458 0.4546 -1.7109
24 H -3.2656 1.9230 -0.5720
25 H -4.4060 0.6328 -0.3021
26 H -0.5444 -1.0156 1.8757

Löwdin charges, unit e, in atom order: -0.074, 0.038, -0.104, -0.198, -0.021, 0.021, 0.001, -0.073, -0.065, -0.286, -0.007, -0.004, 0.151, 0.144, 0.107, 0.156, 0.071, 0.081, 0.107, 0.151, 0.141, 0.125, 0.108, 0.096, 0.111, 0.220

---

Entry 3:
# C51H81F3O11

A cluster of 14 separate species, C51H81F3O11 in total (ωB97M-V/def2-TZVPD, the Open Molecules 2025 dataset).

As for the HOMO-LUMO gap: 9.537 eV. Its HOMO energy is -9.09 eV. The value obtained for the LUMO energy is 0.45 eV. The calculation puts the total energy at -84875.8317 eV. As for the energy above the lowest of the compared OMol25 structures with the same formula, charge and spin: 0.000 eV. The total charge is 0. The strongest force on any atom comes out at 1.16 eV Å⁻¹.

Geometry (Å):
1 F 1.6794 2.6324 2.7094
2 C 2.3265 3.6877 2.1729
3 C 1.9454 4.1063 0.9193
4 C 2.5513 5.2272 0.3818
5 C 3.5040 5.9269 1.1125
6 C 3.8944 5.4658 2.3638
7 C 3.3350 4.3012 2.8822
8 H 1.1821 3.5420 0.4009
9 H 2.2805 5.5866 -0.6040
10 H 4.0112 6.7799 0.6801
11 H 4.6444 6.0146 2.9173
12 H 3.6358 3.9018 3.8438
13 F 2.2372 0.5495 -8.9904
14 C 1.7849 0.7476 -7.7373
15 C 0.4857 0.3921 -7.4332
16 C 0.0409 0.5620 -6.1295
17 C 0.8641 1.1554 -5.1821
18 C 2.1723 1.4777 -5.5118
19 C 2.6453 1.2732 -6.7954
20 H -0.1765 -0.0551 -8.1625
21 H -0.9693 0.2587 -5.8925
22 H 0.4837 1.3124 -4.1801
23 H 2.8329 1.8951 -4.7608
24 H 3.6377 1.5892 -7.0869
25 F -1.3641 -0.5845 -2.6747
26 C -0.9939 -0.3571 -1.3936
27 C -1.8482 -0.6742 -0.3643
28 C -1.4490 -0.4386 0.9435
29 C -0.1995 0.1158 1.2026
30 C 0.6340 0.4519 0.1466
31 C 0.2399 0.2067 -1.1521
32 H -2.8514 -1.0215 -0.5935
33 H -2.1748 -0.6095 1.7293
34 H 0.0915 0.2493 2.2369
35 H 1.5818 0.9362 0.3495
36 H 0.8672 0.4585 -1.9995
37 C -2.0395 -4.1172 -4.0910
38 C -0.5870 -3.6979 -3.9886
39 O 0.1867 -4.2444 -3.2397
40 C -0.1525 -2.5551 -4.8517
41 H -2.1975 -4.5436 -5.0824
42 H -2.7015 -3.2960 -3.8260
43 H -2.1964 -4.9132 -3.3610
44 H 0.7183 -2.0718 -4.4222
45 H -0.9824 -1.8672 -5.0024
46 H 0.0808 -2.9244 -5.8566
47 C -6.1350 -3.1451 0.7723
48 C -4.9569 -2.4302 1.3655
49 O -4.7313 -1.2746 1.0699
50 C -4.0264 -3.1872 2.2750
51 H -5.8000 -3.5538 -0.1850
52 H -6.9707 -2.4728 0.6049
53 H -6.4326 -3.9938 1.3912
54 H -3.0105 -2.8986 2.0062
55 H -4.1563 -4.2623 2.1903
56 H -4.1954 -2.8501 3.2999
57 C 3.5461 -0.1637 2.9573
58 C 2.8314 -1.3089 3.6371
59 O 1.6492 -1.4955 3.4958
60 C 3.6993 -2.2664 4.4193
61 H 4.3907 -0.5534 2.3914
62 H 3.9199 0.5436 3.7062
63 H 2.8319 0.3812 2.3442
64 H 3.0570 -2.9828 4.9305
65 H 4.2730 -1.7184 5.1680
66 H 4.3372 -2.8089 3.7218
67 C -3.9169 2.2974 0.6330
68 C -3.1332 3.3603 1.3556
69 O -3.4298 4.5302 1.2997
70 C -1.8865 2.9047 2.0736
71 H -4.7779 2.7399 0.1295
72 H -4.2807 1.4964 1.2787
73 H -3.2796 1.8505 -0.1365
74 H -2.0744 1.9646 2.6032
75 H -1.5512 3.6488 2.7934
76 H -1.0849 2.6719 1.3698
77 C 0.6669 1.6607 5.3700
78 C 0.9792 1.5957 6.8494
79 O 1.5013 2.5259 7.4220
80 C 0.5964 0.3249 7.5697
81 H -0.3870 1.5403 5.1260
82 H 1.2594 0.9028 4.8483
83 H 1.0240 2.6187 5.0029
84 H 0.7950 -0.5587 6.9636
85 H -0.4902 0.3558 7.7250
86 H 1.0560 0.2719 8.5527
87 C 6.0984 -2.5860 -0.9020
88 C 4.7552 -2.3777 -0.2359
89 O 4.4730 -2.9227 0.8077
90 C 3.8189 -1.4272 -0.9166
91 H 6.4299 -1.6896 -1.4243
92 H 6.0134 -3.4155 -1.6116
93 H 6.8592 -2.8918 -0.1849
94 H 2.9638 -1.3272 -0.2443
95 H 3.4268 -1.7242 -1.8916
96 H 4.3211 -0.4751 -1.0980
97 C 5.2704 3.1257 -2.0458
98 C 5.6170 2.1152 -0.9839
99 O 6.5822 1.4002 -1.0681
100 C 4.7576 2.1572 0.2489
101 H 6.1501 3.3154 -2.6666
102 H 4.9999 4.0741 -1.5776
103 H 4.4723 2.8024 -2.7112
104 H 3.6917 2.1373 0.0249
105 H 5.0122 3.0211 0.8693
106 H 4.9599 1.3098 0.9119
107 C -0.1502 3.7522 -2.1549
108 C 1.2502 3.6147 -2.6921
109 O 2.0064 2.7672 -2.2833
110 C 1.6695 4.5991 -3.7551
111 H -0.3520 4.7913 -1.8845
112 H -0.2341 3.1940 -1.2169
113 H -0.9092 3.3383 -2.8175
114 H 2.6729 4.9540 -3.4950
115 H 1.0001 5.4551 -3.7756
116 H 1.7649 4.1302 -4.7326
117 C -1.0511 -4.2530 -0.1714
118 C -2.1508 -5.2546 -0.3477
119 O -3.3131 -4.9087 -0.3235
120 C -1.7877 -6.7117 -0.4698
121 H -1.3328 -3.2989 -0.6016
122 H -0.0732 -4.6292 -0.4537
123 H -1.0002 -4.0920 0.9166
124 H -0.8632 -6.8717 -1.0206
125 H -2.6123 -7.2222 -0.9653
126 H -1.6852 -7.1335 0.5328
127 C -7.5305 -1.3101 -3.5799
128 C -6.1586 -0.6869 -3.5998
129 O -5.9517 0.3638 -4.1458
130 C -5.0487 -1.4612 -2.9284
131 H -7.8510 -1.5301 -2.5593
132 H -7.4894 -2.2740 -4.0986
133 H -8.2545 -0.6700 -4.0735
134 H -4.1190 -0.8994 -3.0314
135 H -4.9049 -2.4053 -3.4584
136 H -5.2422 -1.5916 -1.8626
137 C -1.6960 -1.1459 4.6852
138 C -2.9808 -0.4514 5.0450
139 O -3.6505 0.1111 4.2080
140 C -3.4231 -0.5102 6.4896
141 H -1.4295 -0.9369 3.6532
142 H -1.7638 -2.2274 4.8166
143 H -0.8710 -0.7804 5.2989
144 H -4.2281 -1.2296 6.6155
145 H -3.7395 0.4899 6.7854
146 H -2.5870 -0.7896 7.1336

Löwdin population analysis, charges in e, atoms 1 to 99: 0.041, -0.290, -0.024, -0.072, -0.088, -0.075, -0.015, 0.091, 0.103, 0.104, 0.108, 0.122, 0.059, -0.283, -0.009, -0.089, -0.088, -0.086, -0.010, 0.120, 0.103, 0.083, 0.095, 0.120, 0.046, -0.273, -0.031, -0.073, -0.089, -0.083, -0.021, 0.105, 0.081, 0.086, 0.087, 0.101, -0.001, -0.500, 0.064, -0.031, 0.092, 0.066, 0.074, 0.084, 0.060, 0.098, -0.018, -0.485, 0.043, -0.011, 0.081, 0.082, 0.082, 0.068, 0.076, 0.086, -0.020, -0.501, 0.058, -0.013, 0.076, 0.093, 0.055, 0.081, 0.085, 0.083, -0.009, -0.491, 0.065, -0.015, 0.085, 0.077, 0.077, 0.066, 0.086, 0.061, -0.016, -0.486, 0.072, -0.019, 0.081, 0.071, 0.070, 0.074, 0.078, 0.084, -0.015, -0.492, 0.059, -0.007, 0.074, 0.091, 0.082, 0.073, 0.094, 0.069, -0.015, -0.500, 0.070